[1]
Formula: C31H45N4O7PS2
Source: OMol25
Level of theory: ωB97M-V with the def2-TZVPD basis set

XYZ file:
```
90
Properties=species:S:1:pos:R:3:forces:R:3:mulliken_charge:R:1
C -2.567 -1.514 1.956 -0.2 0.1 0.1 -2.075
C -2.290 1.020 -0.899 -0.2 0.0 0.0 0.872
H 7.237 -2.233 -2.677 0.1 0.1 0.0 0.404
C 1.679 -1.776 0.524 -0.1 0.0 0.2 0.069
C -7.075 1.599 1.120 0.0 0.3 0.1 -0.275
O -5.696 1.812 1.379 0.0 -0.1 0.1 -0.443
S 0.432 -1.460 1.738 -0.1 -0.1 -0.1 -0.298
C -0.229 1.109 -3.344 0.1 -0.1 -0.1 0.439
H 3.125 -0.203 -2.092 0.0 0.0 0.0 0.170
C 1.985 -0.761 -0.384 0.1 -0.1 -0.4 -1.335
S 2.091 -4.319 1.580 0.5 -0.5 0.5 1.407
C -2.870 0.198 0.081 0.3 -0.1 0.1 1.312
H 0.387 2.781 0.944 0.1 0.0 0.0 0.179
H 0.230 2.613 -4.805 0.1 -0.1 -0.1 0.252
H -8.313 1.097 2.858 0.0 0.0 0.1 0.302
O 0.478 3.738 -1.118 0.1 -0.2 0.2 -0.607
C 6.451 -2.105 -1.933 -0.3 -0.4 0.1 -0.996
C -2.031 -0.578 0.901 0.2 0.1 -0.2 1.180
H -2.609 2.393 -2.536 0.1 -0.1 0.0 0.675
H 1.578 2.861 2.230 0.0 0.0 0.1 0.525
C 2.928 -0.989 -1.376 -0.1 -0.1 0.1 -1.185
C 3.613 -2.196 -1.456 0.2 -0.2 0.1 0.609
H -3.840 1.133 -2.367 -0.1 0.2 0.0 0.393
H 3.873 -4.129 -0.557 -0.1 -0.1 0.1 0.515
H 5.968 2.746 0.204 0.0 0.0 -0.1 0.333
H 5.215 -4.755 -2.206 0.0 0.0 0.0 0.300
C 1.981 2.622 -2.587 -0.1 0.3 -0.3 -1.550
C 3.329 -3.195 -0.531 0.0 0.2 0.0 -0.325
H 2.364 0.564 1.593 -0.1 -0.2 -0.1 0.465
H -3.375 -1.595 5.131 0.0 0.1 0.0 0.389
H 5.536 -4.428 -3.900 -0.1 0.1 -0.1 0.392
C -0.070 0.379 -0.200 0.0 0.1 -0.1 -0.878
H -1.940 -2.408 2.011 0.0 -0.1 -0.2 0.876
C -4.933 0.643 1.569 0.0 -0.1 -0.2 -0.505
H -7.322 2.551 3.023 0.0 0.1 0.0 0.302
C -4.368 0.075 0.241 0.1 0.0 0.0 -1.995
H -1.790 -1.022 3.772 0.1 0.1 -0.1 0.379
C -3.191 1.817 -1.820 0.1 0.1 -0.2 -1.922
H -1.462 2.416 -4.485 -0.1 -0.1 -0.1 0.333
C 3.180 2.081 0.371 0.0 0.0 0.3 -0.864
O -3.382 3.975 0.517 -0.3 0.2 0.1 -0.240
H 0.371 -5.899 1.591 -0.1 0.0 0.0 0.418
O 0.072 -0.054 -3.321 -0.3 0.0 0.1 -0.476
H 2.840 3.070 0.057 0.0 -0.1 -0.2 0.429
P 4.851 -2.390 -2.788 -0.2 0.6 -0.8 0.039
H -7.337 2.250 0.285 0.0 -0.1 -0.1 0.350
H -4.609 -0.988 0.170 -0.1 0.0 0.0 0.769
N -0.393 1.889 -2.137 1.0 -0.6 -0.2 1.073
O 1.695 -3.808 2.867 -0.2 0.2 -0.2 -0.662
H -4.118 0.892 2.245 0.0 0.0 0.0 0.449
N -3.208 3.803 -0.609 0.4 -0.2 -0.2 0.163
H -0.615 1.168 -5.446 0.1 0.0 0.0 0.410
C 4.863 -4.195 -3.077 0.2 -0.2 0.6 -1.162
H -4.887 0.576 -0.569 0.0 0.0 0.0 0.521
H 6.612 -2.812 -1.117 0.1 0.1 0.1 0.308
H -3.562 -1.853 1.669 0.0 0.1 0.0 0.512
H 2.747 3.191 -2.068 -0.1 -0.1 0.0 0.462
H -0.018 -4.468 0.555 -0.1 0.0 0.1 0.273
H -8.777 2.594 2.024 -0.1 -0.1 0.1 0.350
H 5.727 1.007 0.549 0.1 0.1 -0.2 0.248
H 4.172 3.274 1.880 0.0 0.0 0.1 0.363
C -0.901 1.093 -1.049 -0.6 0.4 0.1 -1.203
H -4.546 -0.653 4.199 0.0 0.0 0.0 0.200
H 4.072 1.582 2.300 -0.1 0.0 0.0 0.365
C 5.667 2.018 0.956 -0.2 -0.2 0.4 -1.402
O -4.039 2.713 -1.106 -0.1 -0.2 0.4 -0.146
C 4.247 2.267 1.466 0.1 0.1 -0.1 -0.497
H 1.904 3.043 -3.590 0.0 0.0 -0.1 0.455
H -5.550 -0.135 2.032 0.0 0.1 0.2 0.175
H 3.854 -4.532 -3.311 0.0 0.0 -0.2 0.354
H 6.455 -1.084 -1.558 0.1 0.0 0.0 0.243
H -4.173 -2.312 3.739 0.0 -0.1 0.0 0.326
C 0.997 2.175 1.613 -0.2 0.0 0.0 -1.623
N -2.659 -0.874 3.276 0.0 -0.2 0.2 -0.246
H 3.623 1.567 -0.484 0.0 0.0 0.0 0.269
H 2.257 1.575 -2.662 0.0 0.0 0.0 0.330
H 0.324 1.610 2.258 0.0 0.0 0.0 0.266
C 0.737 -5.194 0.850 0.1 0.2 -0.2 -0.973
C -0.533 1.860 -4.615 -0.1 0.2 0.3 -1.337
C -3.739 -1.386 4.127 -0.1 0.0 -0.2 -0.962
C 1.969 1.276 0.862 0.2 0.4 0.1 0.692
O 3.251 -5.175 1.528 -0.2 0.0 -0.2 -0.716
H 1.133 -5.699 -0.028 -0.1 -0.1 0.0 0.386
C -0.648 -0.471 0.731 0.0 -0.1 0.1 0.830
C -7.937 1.975 2.333 0.2 -0.1 -0.1 -1.203
C 2.365 -2.992 0.445 0.1 0.3 -0.1 0.006
H -7.253 0.562 0.823 0.0 0.0 -0.1 0.369
C 0.672 2.813 -1.863 -0.4 0.3 -0.1 0.651
N 1.351 0.519 -0.294 -0.1 0.1 0.7 1.536
H 6.367 2.051 1.793 0.1 0.2 -0.1 0.443
```
Positions in Å, forces in eV/Å.

Largest force on an atom ... 0.02268 Eh/bohr
Structure (SMILES) ... CCC[C@@H](C)N1c2cc(P(C)C)cc(S(C)(=O)=O)c2Sc2c(CNC)c(CCOCC)c(CON=O)c(N(C(C)=O)C(C)=O)c21
LUMO ... 0.0114 Eh
E ... -3091.5537 a.u.
Frontier orbital gap ... 8.670 eV



[2]
Formula: C31H45O3W
Source: OMol25
Level of theory: ωB97M-V with the def2-TZVPD basis set

XYZ file:
```
80
Properties=species:S:1:pos:R:3:forces:R:3:mulliken_spin:R:1
H 1.798 0.804 0.339 -0.1 0.1 -0.1 0.002
C -0.414 2.396 -1.625 0.2 -0.4 1.3 -0.060
C -2.604 -0.019 -6.478 0.0 -0.6 0.7 0.000
H -4.294 4.134 3.321 0.2 0.1 0.1 0.001
C 4.107 -1.032 -4.081 -0.1 0.1 -1.3 -0.001
H 1.818 2.282 -1.894 -0.4 -0.3 -0.2 0.007
H 4.260 2.181 -2.962 0.1 -0.1 -0.9 0.000
H 2.735 1.622 -3.745 0.3 0.2 -0.1 -0.001
H -4.981 2.836 2.354 -0.1 0.1 -0.1 -0.003
H -2.347 3.606 4.893 -0.1 0.0 -0.1 0.000
C 4.399 0.432 -4.529 1.0 -0.6 0.5 0.001
H -0.171 -0.163 -4.358 0.2 -0.1 -0.3 -0.012
H -0.523 -0.006 -6.572 0.5 0.3 -0.3 0.000
H 3.896 -1.229 -3.032 -0.1 0.2 -0.1 0.000
C 2.961 -0.850 -5.064 -0.8 0.4 -0.2 0.005
H -1.791 1.949 5.081 0.0 0.0 0.0 0.000
H -1.004 1.287 -3.964 -0.5 0.1 -0.5 0.003
H 6.216 -0.183 -5.582 -0.5 0.3 0.2 0.000
C -4.671 -1.829 0.626 -0.5 0.4 -0.1 0.047
H -1.839 -2.415 -2.316 0.1 0.2 0.0 0.003
H 0.775 -2.224 -3.074 0.0 0.1 0.0 0.004
H 0.529 -1.528 1.237 0.0 0.4 -0.4 -0.003
C -2.672 2.565 4.888 0.2 0.0 0.2 0.000
H -0.722 3.066 -2.414 0.0 -0.3 -0.2 0.002
C 3.725 1.314 -3.384 -0.1 0.0 -0.2 -0.002
H -4.684 -3.927 1.163 0.0 -0.1 0.0 0.002
H 4.780 -1.806 -4.459 0.3 0.4 0.1 0.000
H -2.451 -0.909 -7.109 -0.2 0.6 0.0 0.000
C -3.705 -0.144 4.538 0.2 0.5 0.0 -0.078
H 2.242 -1.709 -0.853 -0.4 0.5 -0.2 0.002
H -4.042 -2.146 5.249 -0.1 0.2 -0.4 0.006
C -1.060 -1.859 -0.277 -0.1 -1.3 0.5 0.114
H -3.233 0.741 -6.959 -0.1 -0.6 0.0 0.000
C 5.844 0.647 -4.959 -0.7 0.3 0.1 0.000
H 5.878 1.567 -5.548 0.4 0.0 0.2 0.000
C -4.295 -1.226 1.971 -0.4 -0.3 0.3 0.104
C -3.190 -0.430 -5.110 -1.0 1.1 0.2 0.002
H -1.180 1.645 -6.440 0.1 -0.2 0.3 0.000
C -1.258 1.940 -0.548 0.6 0.1 0.2 0.146
H 2.731 -1.733 -5.661 -0.1 0.4 -0.4 0.000
H -5.771 -1.852 0.623 0.1 -0.1 0.1 0.012
C -0.412 1.233 0.395 -0.6 0.4 0.2 -0.068
H -3.821 0.419 -4.834 -0.4 -0.3 0.2 0.000
C 0.378 -1.994 -2.098 0.7 -0.5 0.0 -0.071
O -2.154 -0.465 -4.067 0.1 0.1 -1.8 -0.005
C -0.995 -2.136 -1.699 -0.3 -0.3 1.0 -0.017
H -4.787 0.011 -0.504 0.0 -0.4 -0.3 0.000
H -2.619 2.407 2.768 0.0 0.1 -0.1 0.006
C -3.658 0.717 3.458 -0.4 0.2 0.5 0.112
H -0.719 0.896 1.384 0.1 0.2 -0.4 0.004
C -4.038 -1.495 4.370 0.0 0.1 0.3 0.263
C 0.927 1.216 -0.152 -0.9 0.3 0.0 0.025
H -1.925 -1.896 0.359 0.1 -0.1 0.0 -0.020
W -0.542 -0.081 -1.342 2.2 2.4 -0.7 0.867
H -3.127 -3.379 0.576 0.0 0.0 0.1 -0.002
H 6.448 0.678 -4.062 0.4 0.4 0.1 0.000
H -3.509 0.228 5.548 0.0 -0.2 -0.4 0.004
C -4.202 -3.267 0.447 0.0 -0.3 0.2 0.022
H -3.242 -0.783 -0.652 0.0 0.1 0.0 0.115
C -3.338 2.211 3.569 0.5 -0.8 0.0 -0.003
H -3.808 -1.339 -5.161 0.6 0.2 0.4 0.000
C -4.548 3.079 3.317 -0.5 0.0 -0.2 0.021
C 0.270 -1.627 0.186 -0.4 -0.7 -0.4 -0.044
H -3.354 2.438 5.731 0.0 0.0 0.0 0.000
C -4.053 0.210 2.144 0.1 0.3 -0.5 0.234
C -1.274 0.610 -6.098 0.7 -0.4 0.2 0.001
H -4.636 -3.064 3.064 0.2 0.4 -0.1 0.012
H -5.300 2.914 4.083 -0.1 0.0 0.2 -0.004
C -4.348 -2.010 3.112 0.2 -0.3 -0.2 -0.087
H 2.068 -0.467 -4.531 0.1 -0.3 -0.4 -0.008
H -4.623 -1.453 -1.507 0.0 -0.1 0.1 -0.006
O 3.587 0.320 -5.788 -0.5 -1.8 3.0 0.000
H -4.448 -3.640 -0.547 -0.1 0.1 0.0 -0.003
O -4.217 1.026 1.202 0.5 -0.3 0.6 0.352
C -1.090 0.379 -4.588 0.3 0.0 0.9 0.014
H 3.509 0.736 -2.458 0.3 -0.1 -0.8 0.002
C -4.315 -0.969 -0.578 0.0 0.3 -0.5 -0.050
C 1.154 -1.717 -0.923 -0.6 -0.5 -0.5 0.040
H -2.309 2.135 -0.373 0.1 0.1 -0.1 0.011
C 0.921 1.980 -1.364 -0.5 -0.3 -0.1 -0.022
```
Positions in Å, forces in eV/Å.

Spin multiplicity ... 3
Largest force on an atom ... 0.06842 Eh/bohr
Energy relative to the best compared isomer or geometry (same formula, charge and spin) ... 259.52 kJ/mol
LUMO (alpha / beta) ... -0.1395 / -0.1489 Eh
E ... -1500.5909 a.u.
Frontier orbital gap (alpha / beta) ... 6.860 / 6.855 eV
Total charge ... +1